The following is a quantum chemistry calculation of 12 unconnected molecules or ions with the total composition C54H87N3O33 at a distorted geometry, from OMol25.

Structure (ORCA input):
```
! wB97M-V def2-TZVPD RIJCOSX def2/J DEFGRID3
* xyz 0 1
O -3.1865 -0.4572 3.8981
N -4.3161 -0.1750 3.5638
O -5.3253 -0.5253 4.0189
C -4.4730 0.9539 2.4735
C -3.3280 1.4901 1.9577
C -3.3901 2.5408 1.0365
C -4.6393 2.9436 0.6395
C -5.8100 2.3259 1.0541
C -5.7352 1.3109 2.0121
H -2.3746 1.1641 2.3762
H -2.4733 3.0084 0.7307
H -4.7838 3.6742 -0.1498
H -6.8010 2.5113 0.6920
H -6.6230 0.7922 2.2855
O 1.2602 -1.7014 3.1585
N 0.8067 -2.0495 2.0959
O 0.7051 -3.1950 1.6689
C 0.3668 -0.9474 1.1519
C -0.0708 -1.2272 -0.1254
C -0.4760 -0.1664 -1.0062
C -0.4116 1.1348 -0.5495
C 0.0058 1.4260 0.7591
C 0.4059 0.3585 1.6087
H -0.2338 -2.2221 -0.4800
H -0.9635 -0.3894 -1.9689
H -0.7231 1.9493 -1.2011
H 0.1421 2.4275 1.1439
H 0.6333 0.7386 2.5645
O -1.0357 -9.8279 -0.8487
N 0.1826 -9.9096 -0.8540
O 0.8048 -10.8878 -1.0870
C 0.9262 -8.6432 -0.5538
C 0.2090 -7.4662 -0.2936
C 0.9718 -6.3107 -0.0721
C 2.3592 -6.3440 -0.1188
C 3.0567 -7.5080 -0.3488
C 2.3028 -8.6869 -0.5704
H -0.8525 -7.5073 -0.2572
H 0.4182 -5.4107 0.1552
H 2.9367 -5.4387 0.0890
H 4.1475 -7.4383 -0.3221
H 2.8010 -9.5590 -0.9233
C -0.9918 2.4714 4.6015
C -0.8433 3.0495 6.0161
O -0.5079 4.4444 5.9738
C 0.7206 4.7761 5.7645
O 1.6644 3.9871 5.7491
O 0.7575 6.0658 5.5357
C 2.0276 6.5924 5.1961
H -0.0682 2.0646 4.1766
H -1.4596 3.0464 3.8114
H -1.6154 1.5832 4.7560
H -0.0401 2.5434 6.5508
H -1.7617 3.0147 6.6044
H 2.8657 6.1032 5.7166
H 1.8974 7.6260 5.4706
H 2.0780 6.5366 4.0993
C 3.1500 3.1962 1.4283
C 2.4423 4.2134 2.2341
O 0.9995 4.1825 1.9928
C 0.3209 5.2416 1.5623
O 0.7886 6.3380 1.2757
O -0.9509 4.8390 1.4480
C -1.8873 5.8369 0.9299
H 3.2553 3.4066 0.3596
H 2.5660 2.2890 1.5387
H 4.1125 3.0266 1.9010
H 2.7138 5.2536 2.0262
H 2.5622 4.0491 3.3071
H -1.5558 6.2942 -0.0157
H -1.9488 6.5512 1.7711
H -2.8381 5.3244 0.7983
C -6.2760 -4.5940 1.7045
C -5.6610 -4.7070 0.3597
O -5.0055 -3.4386 0.1084
C -4.1850 -3.4503 -0.9208
O -4.0675 -4.3923 -1.6598
O -3.5205 -2.2919 -1.0506
C -3.8363 -1.2558 -0.0985
H -6.9115 -5.4288 2.0385
H -6.8992 -3.6882 1.7947
H -5.5247 -4.4483 2.4954
H -6.3886 -4.8089 -0.4528
H -4.8458 -5.4305 0.3055
H -3.6087 -1.7361 0.8522
H -4.8942 -0.9376 -0.0668
H -3.1713 -0.3888 -0.2676
C -3.4500 4.9631 -5.0802
C -3.3221 3.8314 -4.0958
O -3.2681 2.6017 -4.8797
C -3.2083 1.4401 -4.1774
O -3.2579 1.3266 -2.9774
O -3.1980 0.4418 -5.0547
C -3.2902 -0.8422 -4.3711
H -3.8633 5.8449 -4.5599
H -4.1190 4.6997 -5.9318
H -2.4555 5.1908 -5.4710
H -4.1391 3.7569 -3.3518
H -2.4186 3.9129 -3.4640
H -4.2821 -0.9274 -3.9194
H -2.5491 -0.9787 -3.5672
H -3.2017 -1.6361 -5.1173
C -0.0456 -0.9440 6.9467
C -1.5197 -1.0703 7.2093
O -2.0448 0.2275 6.8637
C -3.3777 0.3622 6.9247
O -3.8948 1.3204 6.4463
O -3.9609 -0.6560 7.5801
C -5.3928 -0.7443 7.6524
H 0.3622 -0.1943 7.6560
H 0.1194 -0.6280 5.8985
H 0.4848 -1.8840 7.0639
H -1.7167 -1.2599 8.2614
H -1.9120 -1.8891 6.5976
H -5.7509 -1.4926 6.9216
H -5.7293 0.2338 7.3390
H -5.7797 -0.9026 8.6676
C 3.9078 -1.9787 0.9509
C 3.6094 -1.5233 -0.4795
O 4.2003 -0.2096 -0.6493
C 5.4423 -0.1441 -1.2068
O 6.0096 -1.1205 -1.7011
O 5.8263 1.1095 -1.1063
C 6.9619 1.4734 -1.9378
H 5.0011 -2.1571 1.0613
H 3.4168 -2.8723 1.3231
H 3.6637 -1.1922 1.6786
H 2.5690 -1.2644 -0.5936
H 3.9218 -2.2353 -1.2530
H 7.6686 0.6879 -1.7306
H 7.1194 2.5017 -1.6518
H 6.5224 1.4831 -2.9509
C 4.2208 -5.3739 -3.6886
C 2.7218 -5.3446 -3.6528
O 2.2271 -4.0762 -3.1908
C 0.9835 -3.8299 -3.0482
O 0.4228 -2.8079 -2.6923
O 0.1552 -4.9412 -3.2310
C -1.2339 -4.6836 -3.1180
H 4.6384 -5.2186 -2.6662
H 4.5861 -4.6945 -4.4640
H 4.3978 -6.3969 -4.0462
H 2.2506 -6.0131 -2.9399
H 2.3089 -5.5198 -4.6330
H -1.6203 -5.2580 -2.2741
H -1.7237 -5.0600 -4.0223
H -1.5046 -3.6543 -2.9515
C 1.6296 -0.0436 -4.4247
C 2.6322 0.7344 -3.5264
O 3.5066 1.4480 -4.3888
C 4.6068 0.9338 -4.9130
O 5.2332 1.4385 -5.7909
O 4.8654 -0.2879 -4.3838
C 6.0670 -1.0018 -4.8018
H 0.7993 -0.5196 -3.8816
H 2.1255 -0.8339 -5.0049
H 1.2795 0.6277 -5.2160
H 3.2232 0.0981 -2.9192
H 2.1107 1.4737 -2.9244
H 5.6644 -1.7458 -5.5013
H 6.3983 -1.5124 -3.8916
H 6.7920 -0.3631 -5.2928
C 4.2227 5.3727 -1.8704
C 3.3831 4.7317 -2.9647
O 2.1593 4.2360 -2.3046
C 1.1590 3.9733 -3.1405
O 0.0706 3.6564 -2.6915
O 1.5023 3.9967 -4.4670
C 0.4014 3.6749 -5.3114
H 5.1344 5.7145 -2.3485
H 4.5010 4.6085 -1.1510
H 3.6776 6.2101 -1.4086
H 3.7741 3.7928 -3.4004
H 3.0894 5.3308 -3.7879
H 0.7923 3.6524 -6.3271
H -0.3911 4.4284 -5.1892
H 0.0276 2.6787 -5.0464
*
```

E_tot	-4756.77958	a.u.
SMILES	O=[N+]([O-])c1ccccc1.O=[N+]([O-])c1ccccc1.O=[N+]([O-])c1ccccc1.CCOC(=O)OC.CCOC(=O)OC.CCOC(=O)OC.CCOC(=O)OC.CCOC(=O)OC.CCOC(=O)OC.CCOC(=O)OC.CCOC(=O)OC.CCOC(=O)OC
lowest unoccupied orbital energy	-0.24	eV
M	1306.28	g mol⁻¹